156
Properties=species:S:1:pos:R:3 method="wB97M-V/def2-TZVPD" e_above_lowest_kcal_mol=55.2 total_energy_ha=-3166.6095 total_charge=-1 e_homo_ha=-0.152 orbital_gap_ev=6.104
C -1.2736 0.8545 5.1030
C -2.4017 0.0542 4.3568
C -3.5375 0.9573 3.8426
O -4.1253 1.6475 4.6286
O -3.9436 0.9918 2.5213
C -2.7713 1.3361 1.7508
C -3.0900 1.6286 0.2567
C -1.7221 1.6398 -0.4705
C -0.9144 0.2870 -0.5436
O 0.2522 0.6373 -1.2520
P -0.0066 1.9858 -2.3979
C -0.3908 3.1181 -3.8902
C -1.5144 4.1920 -3.7041
C -1.2670 5.2128 -2.5392
C -1.9612 6.5595 -2.9259
C -2.2631 7.4845 -1.6795
C -3.8073 7.6597 -1.5092
C -4.2821 7.8913 -0.0391
C -3.8830 6.6420 0.8334
C -4.8625 6.4331 2.0309
O -4.7987 5.1139 2.5702
C -3.4545 4.7205 2.8353
C 1.7785 1.5949 -3.0025
C 2.7295 2.8298 -3.0072
C 4.1060 2.6537 -2.2817
C 4.7098 1.2257 -2.3264
C 4.0455 3.2522 -0.8169
C 5.0104 4.4707 -0.7097
C 4.6702 5.4374 0.4618
C 5.0069 6.7496 0.3094
C 6.0946 7.2332 -0.6772
C 4.3411 7.8746 1.1544
O -1.6678 2.1478 -1.7845
H -1.5626 1.0877 6.1469
H -1.0439 1.8145 4.6128
H -0.3979 0.1766 5.1473
H -2.8530 -0.7011 5.0237
H -1.8723 -0.4894 3.5477
H -2.0943 0.4588 1.7607
H -2.2075 2.2076 2.1359
H -3.7305 0.8206 -0.1664
H -3.6468 2.5717 0.1026
H -1.1138 2.3957 0.1063
H -0.4897 -0.0660 0.4325
H -1.5461 -0.5472 -0.9251
H 0.3911 3.0205 -1.4782
H -0.5998 0.9303 -3.2225
H -0.7310 2.4588 -4.7202
H 0.4949 3.6645 -4.2926
H -2.5379 3.7662 -3.6706
H -1.5029 4.8138 -4.6386
H -0.2046 5.3097 -2.2567
H -1.8282 4.8098 -1.6636
H -1.2777 7.1217 -3.5915
H -2.8964 6.2861 -3.4586
H -1.7674 8.4648 -1.8346
H -1.7895 6.9863 -0.8077
H -4.0798 8.5816 -2.0744
H -4.3505 6.8213 -1.9800
H -5.3924 7.9224 -0.0674
H -3.8488 8.8173 0.3852
H -2.8537 6.8414 1.2040
H -3.7797 5.7334 0.2017
H -5.8968 6.5548 1.6466
H -4.6606 7.2110 2.7982
H -3.0151 4.2603 1.9245
H -2.8127 5.5789 3.1375
H -3.4789 3.9930 3.6651
H 2.1455 0.7081 -2.4658
H 1.6450 1.2781 -4.0657
H 2.2057 3.6827 -2.5113
H 2.9443 3.1835 -4.0412
H 4.8305 3.3128 -2.8177
H 4.2595 0.5970 -1.5316
H 4.4737 0.7140 -3.2839
H 5.8074 1.2068 -2.1629
H 4.3629 2.4761 -0.0833
H 3.0029 3.5096 -0.5342
H 4.8733 5.0658 -1.6342
H 6.0638 4.1411 -0.5851
H 4.2148 5.1091 1.4074
H 7.1179 7.0944 -0.2817
H 5.9588 8.3184 -0.8807
H 6.0469 6.7302 -1.6601
H 3.5922 7.4062 1.8142
H 3.8990 8.5897 0.4347
H 5.1282 8.4228 1.7091
C 1.4017 -7.3736 2.7975
O 0.2486 -6.7177 3.2811
C 0.5303 -5.8831 4.3954
C -0.4714 -4.7454 4.4836
O -0.2198 -3.6935 3.5593
C -0.5401 -3.9697 2.1951
C -2.0343 -4.0103 1.9213
O -2.5824 -5.2510 2.3499
C -3.9620 -5.1556 2.6322
H 1.8111 -8.0492 3.5566
H 1.1143 -7.9537 1.9211
H 2.1604 -6.6440 2.4949
H 1.5420 -5.4694 4.3230
H 0.4580 -6.5013 5.3001
H -0.3662 -4.2881 5.4710
H -1.4986 -5.1039 4.4068
H -0.0425 -4.8762 1.8497
H -0.1179 -3.1375 1.6270
H -2.2131 -3.9184 0.8429
H -2.5191 -3.1750 2.4393
H -4.1467 -4.4095 3.4125
H -4.3042 -6.1254 2.9917
H -4.5178 -4.8935 1.7249
C 8.2479 -2.3338 3.4156
O 7.2835 -2.7235 2.4624
C 6.1673 -1.8418 2.4326
C 5.5083 -1.8504 1.0652
O 6.2098 -1.0864 0.0905
C 7.4141 -1.6510 -0.4129
C 7.1888 -2.8277 -1.3463
O 6.9028 -4.0063 -0.6064
C 6.1745 -4.9486 -1.3638
H 7.8316 -2.3746 4.4282
H 9.0866 -3.0262 3.3464
H 8.6148 -1.3242 3.2005
H 6.4755 -0.8200 2.6790
H 5.4477 -2.1918 3.1839
H 4.5361 -1.3615 1.1634
H 5.3197 -2.8650 0.7133
H 8.1015 -1.9025 0.3961
H 7.8815 -0.8512 -0.9929
H 8.1014 -3.0102 -1.9291
H 6.3651 -2.5916 -2.0287
H 5.2265 -4.5217 -1.7073
H 5.9585 -5.8020 -0.7222
H 6.7635 -5.2883 -2.2235
C -3.2800 -9.3192 -2.4184
O -4.3067 -8.4132 -2.0761
C -3.8164 -7.2925 -1.3502
C -4.7150 -6.0861 -1.5645
O -4.5055 -5.4469 -2.8189
C -5.0109 -6.1149 -3.9693
C -6.5242 -6.0622 -4.0873
O -7.1274 -7.0157 -3.2240
C -8.4504 -6.6647 -2.8809
H -2.8231 -9.7459 -1.5189
H -3.7236 -10.1211 -3.0082
H -2.5173 -8.8231 -3.0283
H -2.7961 -7.0443 -1.6611
H -3.8125 -7.5617 -0.2862
H -4.4524 -5.3362 -0.8141
H -5.7675 -6.3286 -1.4129
H -4.6372 -7.1379 -4.0282
H -4.5924 -5.5712 -4.8196
H -6.8177 -6.3076 -5.1163
H -6.8685 -5.0509 -3.8447
H -8.4771 -5.6889 -2.3844
H -8.8299 -7.4161 -2.1897
H -9.0868 -6.6463 -3.7730



170
Properties=species:S:1:pos:R:3 method="wB97M-V/def2-TZVPD" e_above_lowest_kcal_mol=57.6 total_energy_ha=-3699.5470 total_charge=+6 e_homo_ha=-0.584 orbital_gap_ev=7.044
C 6.5190 7.5162 -4.4542
C 6.3852 8.8694 -3.7418
O 5.4455 9.0674 -2.9558
N 7.4320 9.9684 -4.0661
H 8.3369 9.7674 -3.6650
H 7.7171 9.7663 -5.0137
C 7.0866 11.4462 -3.9124
H 5.5788 7.3019 -4.9622
H 6.9522 6.7502 -3.8111
H 7.2669 7.6508 -5.2356
H 6.7543 11.4984 -2.8756
H 6.2589 11.8603 -4.4882
H 8.0128 12.0164 -3.9842
C 3.3336 -7.0242 5.0936
C 3.2585 -8.5055 4.7574
O 3.7034 -8.9267 3.7493
N 2.3334 -9.3098 5.6493
H 2.9237 -9.7666 6.3298
H 1.8022 -8.6940 6.2483
C 1.3992 -10.4469 5.0130
H 3.7768 -6.8009 6.0641
H 2.3989 -6.5052 5.3058
H 3.9841 -6.6422 4.3068
H 1.8585 -11.2076 4.3818
H 0.6862 -9.7806 4.5272
H 1.0224 -10.9992 5.8738
C -5.3659 1.0088 -9.7572
C -4.4410 1.6946 -8.7467
C -3.1795 0.8378 -8.3963
N -2.2098 1.3672 -7.2994
C -3.0113 1.8792 -6.0398
C -1.3795 2.5143 -7.9749
C 0.0619 2.0650 -7.7333
C -0.0327 1.2354 -6.5428
C -1.1779 0.3376 -6.9515
H -5.7953 0.1151 -9.3045
H -4.7584 0.6691 -10.5960
H -6.1496 1.6782 -10.1121
H -4.9404 2.0223 -7.8349
H -4.0231 2.5197 -9.3234
H -2.6033 0.6874 -9.3092
H -3.4577 -0.1137 -7.9432
H -3.2884 2.9317 -6.1002
H -2.3915 1.8817 -5.1432
H -3.9083 1.3272 -5.7591
H -1.6679 3.4324 -7.4630
H -1.6319 2.4424 -9.0329
H 0.8419 2.8206 -7.6392
H 0.3070 1.4862 -8.6238
H -0.0146 1.7939 -5.6070
H 0.9188 0.7036 -6.5449
H -1.3050 -0.2836 -6.0649
H -1.0372 -0.3558 -7.7807
C 3.4685 1.9847 9.6793
C 4.8089 1.7674 8.9765
C 6.0342 1.4736 9.8996
N 7.2592 0.9388 9.0921
C 7.5778 2.0491 8.1112
C 6.8912 -0.3870 8.3943
C 7.5042 -1.3946 9.4000
C 8.8196 -0.7965 9.8212
C 8.5156 0.7051 9.9095
H 3.1398 1.1487 10.2967
H 2.6787 2.1688 8.9510
H 3.5590 2.8397 10.3493
H 5.0970 2.6709 8.4391
H 4.5617 1.1411 8.1193
H 5.9638 0.7981 10.7522
H 6.3915 2.3961 10.3573
H 8.5830 1.8134 7.7618
H 7.6351 2.9840 8.6686
H 6.8929 2.1005 7.2649
H 7.1842 -0.3309 7.3460
H 5.8071 -0.4996 8.3869
H 7.7376 -2.2883 8.8213
H 6.8167 -1.5470 10.2320
H 9.6142 -0.8348 9.0760
H 9.2937 -1.1438 10.7391
H 9.4136 1.2609 9.6396
H 8.1391 0.9704 10.8974
C -8.7771 0.3139 -0.7963
C -10.2147 0.9241 -0.7443
C -10.7058 1.1240 -2.1261
N -12.1645 1.6210 -2.3875
C -12.6251 2.7796 -1.5191
C -12.4664 2.0627 -3.8396
C -12.5983 0.6755 -4.5301
C -13.2492 -0.3385 -3.5461
C -13.0926 0.3477 -2.2689
H -8.3936 0.2665 0.2229
H -8.0553 0.9071 -1.3579
H -8.6494 -0.6911 -1.1984
H -10.2013 1.8986 -0.2562
H -10.8126 0.2316 -0.1518
H -10.5030 0.2448 -2.7377
H -10.1696 2.0345 -2.3937
H -13.6314 3.0789 -1.8121
H -11.8326 3.5128 -1.6688
H -12.4231 2.3241 -0.5497
H -13.4158 2.5824 -3.9686
H -11.6450 2.7431 -4.0641
H -13.1623 0.8047 -5.4538
H -11.6475 0.2578 -4.8611
H -14.2368 -0.4278 -3.9987
H -12.8108 -1.3341 -3.6138
H -14.0143 0.8779 -2.0294
H -12.6832 -0.0827 -1.3550
C 6.1183 -8.6430 -2.8087
C 5.0994 -9.7479 -2.6175
C 3.8036 -9.3371 -3.3309
N 2.6198 -10.3089 -3.0926
C 3.1631 -11.8007 -3.4005
C 1.4289 -9.9157 -3.9328
C 0.2950 -10.8090 -3.4780
C 0.5627 -10.9629 -1.9310
C 1.8902 -10.4553 -1.6942
H 5.6481 -7.6791 -3.0033
H 6.9173 -8.7986 -3.5336
H 6.8146 -8.5193 -1.9793
H 4.9900 -10.0114 -1.5655
H 5.5661 -10.6280 -3.0599
H 3.8682 -9.4595 -4.4121
H 3.4242 -8.3927 -2.9406
H 3.9776 -12.0599 -2.7242
H 3.5417 -11.9995 -4.4031
H 2.2889 -12.4404 -3.2795
H 1.7900 -10.0107 -4.9568
H 1.3419 -8.8780 -3.6107
H 0.2642 -11.7454 -4.0351
H -0.6580 -10.3795 -3.7868
H 0.4071 -12.0075 -1.6615
H -0.1437 -10.5464 -1.2130
H 2.6236 -10.9501 -1.0575
H 1.8646 -9.4481 -1.2783
C -2.2523 3.9499 4.4800
C -1.6450 4.7313 3.2974
C -0.4366 5.6128 3.5679
N -0.5302 6.9388 2.8234
C -0.4998 6.6604 1.2634
C 0.6200 7.9598 3.1390
C 0.0573 9.3640 2.8997
C -1.4369 9.2114 2.7260
C -1.6913 7.7993 3.1248
H -1.5539 3.1334 4.6633
H -3.2048 3.4590 4.2802
H -2.4503 4.4978 5.4013
H -2.3561 5.2340 2.6419
H -1.1810 3.9771 2.6618
H 0.5017 5.1387 3.2797
H -0.3872 5.8628 4.6277
H -0.5533 7.5842 0.6872
H -1.3523 6.0709 0.9259
H 0.4225 6.1263 1.0351
H 1.5285 7.6845 2.6032
H 0.8474 7.7833 4.1903
H 0.5011 9.7123 1.9671
H 0.2362 10.1558 3.6271
H -1.6261 9.3778 1.6655
H -1.9666 9.8860 3.3987
H -2.6681 7.4879 2.7546
H -1.6519 7.6262 4.2003
N 2.4404 0.1278 -0.0179
S 3.5326 -0.0765 0.9403
O 4.5706 -1.0831 0.6591
O 3.4905 0.4032 2.3350
F 4.4127 1.1259 0.3132
S 1.6276 -1.2805 0.4336
O 1.3102 -1.4445 1.8498
O 1.7515 -2.4880 -0.3528
F 0.2924 -0.6722 -0.1927